1.
ORCA calculation (ωB97M-V/def2-TZVPD) on a structure of composition C28H31O2P2SiTl.

Last column: Löwdin charge in e.
Atoms and positions in Å:
Tl  0.379  2.311  2.752  0.713
C  -2.576  -0.923  4.575  -0.274
P  -1.665  -0.060  3.221  0.819
C  -3.075  0.443  2.159  -0.268
C  -0.949  -1.499  2.323  -0.391
C  -1.773  -2.473  1.761  -0.106
C  -1.243  -3.523  1.028  -0.074
C  0.129  -3.603  0.838  -0.069
C  0.964  -2.656  1.410  -0.078
C  0.445  -1.611  2.174  -0.375
P  1.544  -0.451  3.084  0.809
C  1.813  -1.462  4.605  -0.261
C  3.179  -0.658  2.288  -0.265
H  -3.380  -1.543  4.172  0.038
H  -3.005  -0.187  5.257  0.036
H  -1.888  -1.556  5.137  0.032
H  -3.708  -0.401  1.882  0.035
H  -2.695  0.917  1.255  0.022
H  -3.675  1.165  2.715  0.045
H  -2.849  -2.406  1.880  0.097
H  -1.901  -4.265  0.589  0.106
H  0.554  -4.398  0.237  0.108
H  2.032  -2.733  1.242  0.096
H  2.133  -2.469  4.333  0.045
H  0.896  -1.524  5.193  0.029
H  2.585  -0.988  5.215  0.040
H  3.539  -1.685  2.360  0.042
H  3.882  -0.004  2.806  0.048
H  3.116  -0.349  1.247  0.009
C  1.471  5.188  -3.146  -0.100
C  2.066  3.997  -3.536  -0.090
C  1.712  2.804  -2.915  -0.082
C  0.755  2.777  -1.899  -0.220
C  0.164  3.988  -1.523  -0.092
C  0.518  5.183  -2.135  -0.091
Si  0.227  1.174  -1.081  0.460
C  -1.479  0.801  -1.846  -0.208
C  -2.052  1.532  -2.888  -0.079
C  -3.324  1.234  -3.368  -0.091
C  -4.053  0.190  -2.817  -0.100
C  -3.506  -0.556  -1.780  -0.092
C  -2.237  -0.248  -1.306  -0.120
C  1.344  -0.259  -1.587  -0.196
C  2.708  -0.225  -1.267  -0.121
C  3.565  -1.252  -1.632  -0.091
C  3.074  -2.352  -2.330  -0.097
C  1.730  -2.403  -2.669  -0.092
C  0.878  -1.364  -2.306  -0.079
H  1.746  6.119  -3.628  0.097
H  2.807  3.997  -4.326  0.099
H  2.185  1.881  -3.235  0.098
H  -0.587  3.992  -0.738  0.107
H  0.046  6.109  -1.829  0.098
H  -1.499  2.350  -3.338  0.098
H  -3.746  1.817  -4.178  0.098
H  -5.043  -0.042  -3.195  0.097
H  -4.064  -1.378  -1.343  0.098
H  -1.817  -0.836  -0.493  0.087
H  3.095  0.629  -0.718  0.101
H  4.617  -1.201  -1.376  0.101
H  3.740  -3.159  -2.614  0.098
H  1.342  -3.251  -3.223  0.100
H  -0.166  -1.413  -2.597  0.095
O  1.241  1.487  0.596  -0.476
O  -0.268  1.279  0.527  -0.422

Its charge is 0. The value obtained for the LUMO energy is 0.172 eV. As for the total energy: -64782.881 eV. Its highest occupied orbital energy is -8.38 eV. As for the largest force on an atom: 0.3 eV Å⁻¹. The gap between HOMO and LUMO comes out at 8.554 eV.

***

2.
ORCA calculation (ωB97M-V/def2-TZVPD) on a structure of composition AgH14O7.

Last column: Löwdin charge in e.
Atoms and positions in Å:
Ag  -11.442  1.513  18.352  0.917
O  -10.605  -1.475  17.808  0.014
H  -10.922  -2.031  17.097  0.066
H  -9.759  -1.851  18.049  0.063
O  -12.878  -0.176  20.665  -0.014
H  -13.590  0.273  21.120  0.054
H  -12.668  -0.924  21.225  0.060
O  -12.397  4.656  17.633  -0.031
H  -12.165  5.338  17.003  0.053
H  -13.299  4.855  17.882  0.049
O  -10.572  3.361  20.927  0.025
H  -10.949  4.240  20.903  0.063
H  -9.909  3.403  21.616  0.066
O  -10.169  1.521  15.258  0.047
H  -10.231  2.055  14.466  0.074
H  -9.648  0.762  14.994  0.066
O  -14.044  0.787  16.434  -0.011
H  -14.158  0.806  15.484  0.056
H  -14.892  1.062  16.783  0.054
O  -7.755  1.930  18.450  0.146
H  -7.362  2.071  19.312  0.089
H  -7.139  2.332  17.837  0.093

Its charge is +2. Its relative energy (zero: lowest compared OMol25 entry of this formula, charge and spin) is 386.4 kJ/mol. The value obtained for the LUMO energy (alpha / beta) is -7.788 / -14.757 eV. As for the total energy: -18537.609 eV. Its spin multiplicity is 2. The expectation value of S² is 0.75. Its highest occupied orbital energy (alpha / beta) is -18.21 / -17.40 eV. As for the largest force on an atom: 0.9 eV Å⁻¹. The gap between HOMO and LUMO (alpha / beta) comes out at 10.421 / 2.647 eV.